# 1
# C30H21N4O8RbS

A molecular structure, C30H21N4O8RbS (ωB97M-V with the def2-TZVPD basis set, the OMol25 dataset).

For the frontier orbital gap, the calculation gives 7.3 eV. The calculation puts the electronic energy at -65286.9225 eV. The charge is -2. The calculation puts the HOMO energy at -3.7 eV. For the energy above the lowest of the compared OMol25 structures with the same formula, charge and spin, the calculation gives 0.0 kcal per mole.

Positions of all 65 atoms, in Å:
1 Rb 0.060 -0.055 0.349
2 O 2.911 2.503 -7.045
3 C 3.419 2.868 -5.967
4 O 4.377 3.637 -5.757
5 C 2.756 2.274 -4.695
6 C 3.219 2.592 -3.427
7 C 2.593 2.039 -2.316
8 N 1.555 1.208 -2.406
9 C 1.113 0.888 -3.621
10 C 1.685 1.400 -4.783
11 C -0.046 -0.060 -3.676
12 C -0.574 -0.518 -4.885
13 C -1.644 -1.395 -4.857
14 C -2.169 -1.789 -3.637
15 C -1.588 -1.279 -2.484
16 N -0.555 -0.447 -2.508
17 C 3.086 2.323 -0.936
18 C 3.812 3.480 -0.647
19 C 4.262 3.684 0.644
20 C 3.989 2.728 1.611
21 C 3.257 1.611 1.233
22 N 2.807 1.418 0.000
23 H 4.074 3.249 -3.359
24 H 1.336 1.151 -5.774
25 H -0.157 -0.196 -5.827
26 H -2.065 -1.762 -5.786
27 H -3.012 -2.462 -3.567
28 H -1.979 -1.515 -1.500
29 H 4.006 4.208 -1.422
30 H 4.819 4.580 0.889
31 H 4.324 2.836 2.633
32 H 3.025 0.818 1.938
33 O -2.386 -5.975 3.013
34 C -1.956 -4.770 2.505
35 C -2.846 -3.825 2.032
36 C -2.339 -2.634 1.525
37 N -1.037 -2.364 1.513
38 C -0.184 -3.266 2.003
39 C -0.598 -4.501 2.487
40 C 1.314 -2.887 2.091
41 O 2.112 -3.837 2.110
42 O 1.544 -1.655 2.173
43 C -3.324 -1.542 1.036
44 O -4.533 -1.839 1.124
45 O -2.806 -0.512 0.553
46 H -3.344 -5.999 2.925
47 H -3.922 -3.956 2.044
48 H 0.138 -5.210 2.839
49 C 1.094 1.349 4.800
50 S 0.310 0.948 3.224
51 O -0.298 2.210 2.710
52 C -1.030 -0.045 3.880
53 C -2.320 0.362 3.600
54 C -3.381 -0.432 4.020
55 C -3.137 -1.603 4.714
56 C -1.832 -2.006 4.975
57 C -0.768 -1.236 4.545
58 H 0.372 1.858 5.439
59 H 1.936 2.003 4.582
60 H 1.450 0.432 5.263
61 H -2.481 1.258 3.015
62 H -4.391 -0.157 3.748
63 H -3.966 -2.234 5.008
64 H -1.642 -2.952 5.469
65 H 0.251 -1.585 4.658



# 2
# C3H3NOS

2 unconnected molecules or ions with the total composition C3H3NOS (ωB97M-V with the def2-TZVPD basis set, the OMol25 dataset).

For the frontier orbital gap (alpha / beta), the calculation gives 6.8 / 6.7 eV. The calculation puts the electronic energy at -17526.2150 eV. The charge is 0. The calculation puts the HOMO energy (alpha / beta) at -9.0 / -8.8 eV. For the energy above the lowest of the compared OMol25 structures with the same formula, charge and spin, the calculation gives 132.0 kcal per mole.

Positions of all 9 atoms, in Å:
1 C -0.449 -1.153 -0.433
2 C -0.711 -2.400 -0.572
3 C 0.433 0.013 -0.283
4 N -0.747 -0.125 0.473
5 O -0.877 -3.437 -1.095
6 S -1.969 -0.396 -2.538
7 H 1.274 -0.195 0.233
8 H 0.298 0.599 -1.158
9 H -1.510 0.543 0.338



# 3
# C29H46N4O4S

A single C29H46N4O4S molecule (ωB97M-V with the def2-TZVPD basis set, the OMol25 dataset).

Its SMILES is CCCCN(CCCC)CCNC(=O)c1cn(CC)c2ccc(S(=O)(=O)N(C)C3CCCCC3)cc2c1=O. For the frontier orbital gap, the calculation gives 7.7 eV. The calculation puts the electronic energy at -55806.8672 eV. The charge is 0. The calculation puts the HOMO energy at -7.9 eV. For the energy above the lowest of the compared OMol25 structures with the same formula, charge and spin, the calculation gives 1.3 kcal per mole.

Positions of all 84 atoms, in Å:
1 C -0.033 -0.323 -2.273
2 C -0.842 0.470 -1.255
3 C -2.306 0.031 -1.234
4 C -3.062 0.701 -0.090
5 N -4.491 0.428 -0.083
6 C -5.191 1.240 0.899
7 C -5.487 2.642 0.361
8 C -6.372 3.436 1.318
9 C -6.659 4.838 0.793
10 C -4.891 -0.961 -0.088
11 C -4.575 -1.811 1.169
12 N -3.169 -2.084 1.318
13 C -2.533 -2.982 0.550
14 O -3.094 -3.781 -0.187
15 C -1.037 -2.924 0.626
16 C -0.366 -3.827 -0.139
17 N 0.970 -3.872 -0.305
18 C 1.535 -4.947 -1.101
19 C 2.047 -6.081 -0.217
20 C 1.759 -2.937 0.326
21 C 3.154 -2.900 0.162
22 C 3.905 -1.925 0.776
23 C 3.295 -0.979 1.591
24 S 4.285 0.337 2.309
25 O 3.850 0.558 3.654
26 O 5.663 0.021 2.068
27 N 3.913 1.690 1.427
28 C 2.655 2.323 1.729
29 C 4.447 1.748 0.082
30 C 4.961 3.151 -0.254
31 C 5.669 3.131 -1.606
32 C 4.723 2.640 -2.699
33 C 4.177 1.257 -2.354
34 C 3.468 1.285 -1.002
35 C 1.940 -1.011 1.791
36 C 1.150 -1.973 1.155
37 C -0.305 -1.922 1.367
38 O -0.809 -1.069 2.100
39 H 1.009 -0.013 -2.267
40 H -0.432 -0.175 -3.274
41 H -0.076 -1.387 -2.044
42 H -0.781 1.536 -1.489
43 H -0.413 0.326 -0.260
44 H -2.786 0.288 -2.180
45 H -2.335 -1.053 -1.126
46 H -2.955 1.784 -0.207
47 H -2.583 0.433 0.867
48 H -6.145 0.757 1.125
49 H -4.624 1.322 1.841
50 H -5.982 2.543 -0.606
51 H -4.555 3.188 0.204
52 H -7.315 2.905 1.464
53 H -5.879 3.507 2.291
54 H -7.293 5.385 1.486
55 H -7.164 4.787 -0.169
56 H -5.732 5.393 0.663
57 H -4.436 -1.453 -0.948
58 H -5.975 -0.981 -0.235
59 H -5.095 -2.767 1.059
60 H -4.927 -1.308 2.071
61 H -2.587 -1.445 1.854
62 H -0.954 -4.560 -0.677
63 H 2.335 -4.553 -1.731
64 H 0.749 -5.323 -1.758
65 H 2.460 -6.873 -0.835
66 H 2.819 -5.729 0.463
67 H 1.231 -6.491 0.374
68 H 3.658 -3.629 -0.450
69 H 4.975 -1.878 0.651
70 H 1.816 1.885 1.177
71 H 2.490 2.195 2.796
72 H 2.715 3.388 1.507
73 H 5.304 1.068 0.105
74 H 5.644 3.479 0.530
75 H 4.123 3.850 -0.294
76 H 6.028 4.133 -1.850
77 H 6.534 2.468 -1.550
78 H 5.247 2.603 -3.655
79 H 3.891 3.340 -2.801
80 H 5.001 0.541 -2.314
81 H 3.482 0.928 -3.130
82 H 2.625 1.977 -1.054
83 H 3.082 0.293 -0.756
84 H 1.457 -0.303 2.447



# 4
# C42H72N4O2S4Sr

A molecular structure, C42H72N4O2S4Sr (ωB97M-V with the def2-TZVPD basis set, the OMol25 dataset).

For the frontier orbital gap, the calculation gives 6.6 eV. The calculation puts the electronic energy at -98955.5106 eV. The charge is 0. The calculation puts the HOMO energy at -6.5 eV. For the energy above the lowest of the compared OMol25 structures with the same formula, charge and spin, the calculation gives 36.3 kcal per mole.

Positions of all 125 atoms, in Å:
1 Sr 0.631 -0.417 0.127
2 C 0.815 -1.368 3.270
3 N 0.062 -0.625 2.268
4 C -0.901 0.243 2.943
5 C -0.748 -1.513 1.453
6 C -0.020 -2.713 0.914
7 N 0.309 -2.582 -0.478
8 C -0.928 -2.761 -1.238
9 C -0.833 -2.295 -2.660
10 C -1.202 -3.153 -3.674
11 C -1.161 -2.754 -5.003
12 C -0.706 -1.468 -5.247
13 C -0.328 -0.554 -4.260
14 C -0.379 -0.969 -2.903
15 O -0.074 -0.211 -1.853
16 C 0.263 0.772 -4.773
17 C -0.557 1.329 -5.950
18 C 0.359 1.888 -3.728
19 C 1.685 0.421 -5.247
20 C -1.622 -3.703 -6.108
21 C -3.116 -4.005 -5.919
22 C -1.416 -3.114 -7.505
23 C -0.827 -5.014 -6.034
24 C 1.372 -3.494 -0.886
25 C 2.301 -2.923 -1.927
26 C 2.597 -3.695 -3.038
27 C 3.537 -3.294 -3.973
28 C 4.202 -2.098 -3.723
29 C 3.950 -1.287 -2.623
30 C 2.928 -1.672 -1.708
31 O 2.586 -0.920 -0.651
32 C 4.811 -0.039 -2.379
33 C 3.941 1.228 -2.396
34 C 5.489 -0.190 -1.002
35 C 5.922 0.131 -3.418
36 C 3.805 -4.077 -5.255
37 C 3.167 -3.296 -6.417
38 C 5.312 -4.240 -5.499
39 C 3.189 -5.479 -5.215
40 H 0.193 -2.121 3.776
41 H 1.197 -0.676 4.020
42 H 1.678 -1.876 2.840
43 H -1.443 -0.294 3.735
44 H -1.654 0.578 2.236
45 H -0.409 1.113 3.378
46 H -1.136 -0.944 0.624
47 H -1.629 -1.850 2.008
48 H -0.661 -3.593 1.090
49 H 0.873 -2.930 1.494
50 H -1.721 -2.204 -0.733
51 H -1.246 -3.816 -1.197
52 H -1.534 -4.151 -3.403
53 H -0.642 -1.140 -6.274
54 H -1.616 1.379 -5.688
55 H -0.452 0.726 -6.852
56 H -0.214 2.338 -6.186
57 H -0.638 2.179 -3.386
58 H 0.833 2.762 -4.182
59 H 0.927 1.563 -2.869
60 H 1.641 -0.297 -6.069
61 H 2.228 -0.036 -4.421
62 H 2.215 1.313 -5.595
63 H -3.705 -3.090 -6.002
64 H -3.305 -4.442 -4.938
65 H -3.465 -4.708 -6.680
66 H -2.001 -2.203 -7.643
67 H -1.736 -3.836 -8.258
68 H -0.362 -2.887 -7.675
69 H -0.945 -5.501 -5.065
70 H 0.234 -4.815 -6.187
71 H -1.165 -5.709 -6.806
72 H 0.959 -4.454 -1.220
73 H 1.985 -3.696 -0.001
74 H 2.073 -4.635 -3.151
75 H 4.958 -1.784 -4.430
76 H 3.029 1.052 -1.834
77 H 3.681 1.486 -3.422
78 H 4.497 2.069 -1.972
79 H 4.722 -0.297 -0.240
80 H 6.120 0.681 -0.796
81 H 6.122 -1.080 -1.000
82 H 5.514 0.255 -4.423
83 H 6.601 -0.724 -3.416
84 H 6.501 1.025 -3.175
85 H 3.659 -2.331 -6.547
86 H 2.113 -3.111 -6.200
87 H 3.244 -3.857 -7.352
88 H 5.801 -3.281 -5.672
89 H 5.476 -4.864 -6.380
90 H 5.785 -4.718 -4.641
91 H 2.103 -5.431 -5.134
92 H 3.581 -6.051 -4.372
93 H 3.432 -6.016 -6.133
94 C -5.783 1.030 1.080
95 C -5.307 -0.307 0.517
96 S -3.521 -0.488 0.310
97 C -3.142 0.580 -1.123
98 C -3.150 2.088 -0.839
99 S -2.254 2.447 0.710
100 C -3.212 3.757 1.514
101 C -4.598 3.376 2.075
102 S -4.818 1.622 2.521
103 H -6.822 0.933 1.398
104 H -5.730 1.803 0.318
105 H -5.779 -0.478 -0.453
106 H -5.582 -1.120 1.189
107 H -3.848 0.327 -1.916
108 H -2.140 0.290 -1.452
109 H -4.158 2.487 -0.744
110 H -2.634 2.607 -1.648
111 H -3.306 4.600 0.829
112 H -2.545 4.043 2.327
113 H -5.391 3.625 1.372
114 H -4.776 3.935 2.993
115 C 4.694 4.809 0.912
116 N 3.445 4.437 0.280
117 C 2.918 3.206 0.263
118 N 3.615 2.186 0.801
119 S 1.383 2.967 -0.401
120 H 4.676 5.874 1.132
121 H 5.550 4.603 0.264
122 H 4.811 4.267 1.851
123 H 2.888 5.132 -0.185
124 H 4.611 2.265 0.926
125 H 3.239 1.275 0.596



# 5
# C40H44Cl2N9RbSb

A molecular structure, C40H44Cl2N9RbSb (ωB97M-V with the def2-TZVPD basis set, the OMol25 dataset).

For the frontier orbital gap, the calculation gives 7.6 eV. The calculation puts the electronic energy at -87839.2163 eV. The charge is +1. The calculation puts the HOMO energy at -10.3 eV.

Positions of all 97 atoms, in Å:
1 Rb 0.082 -0.064 -0.200
2 C 0.979 -4.862 1.300
3 C 1.136 -3.658 0.630
4 N 1.248 -2.503 1.278
5 C 1.213 -2.547 2.609
6 C 1.020 -3.757 3.271
7 N 0.905 -4.910 2.625
8 C 1.364 -1.267 3.361
9 C 1.900 -1.267 4.641
10 C 2.003 -0.077 5.351
11 C 1.568 1.074 4.705
12 C 1.081 0.996 3.408
13 N 0.969 -0.154 2.743
14 C 0.652 2.237 2.701
15 C 1.317 3.443 2.906
16 N 0.939 4.571 2.313
17 C -0.117 4.497 1.512
18 C -0.767 3.293 1.279
19 N -0.382 2.162 1.862
20 C 2.552 -0.038 6.733
21 C 3.076 1.131 7.273
22 C 3.576 1.117 8.566
23 N 3.586 0.035 9.341
24 C 3.083 -1.083 8.823
25 C 2.562 -1.168 7.542
26 H 0.901 -5.800 0.765
27 H 1.168 -3.620 -0.453
28 H 0.930 -3.797 4.350
29 H 2.272 -2.190 5.060
30 H 1.569 2.030 5.211
31 H 2.188 3.500 3.548
32 H -0.445 5.413 1.037
33 H -1.615 3.239 0.609
34 H 3.129 2.049 6.703
35 H 3.992 2.020 8.998
36 H 3.091 -1.956 9.465
37 H 2.146 -2.109 7.209
38 Cl 2.894 -0.037 -1.269
39 C 3.654 0.481 -2.792
40 Cl 2.840 1.872 -3.507
41 H 3.593 -0.345 -3.489
42 H 4.681 0.745 -2.576
43 N -2.175 6.303 -5.073
44 C -3.023 6.779 -6.051
45 C -3.108 8.002 -6.711
46 C -4.108 8.123 -7.653
47 C -4.994 7.065 -7.929
48 C -4.904 5.860 -7.268
49 C -3.900 5.719 -6.309
50 N -3.594 4.637 -5.501
51 C -2.573 5.023 -4.790
52 C -1.910 4.172 -3.796
53 C -2.540 3.004 -3.375
54 C -1.894 2.197 -2.461
55 N -0.688 2.464 -1.946
56 C -0.100 3.591 -2.343
57 C -0.663 4.466 -3.257
58 H -1.430 6.811 -4.633
59 H -2.426 8.817 -6.505
60 H -4.214 9.054 -8.194
61 H -5.762 7.209 -8.678
62 H -5.583 5.043 -7.476
63 H -3.511 2.748 -3.776
64 H -2.372 1.281 -2.123
65 H 0.878 3.798 -1.922
66 H -0.109 5.348 -3.552
67 C -0.749 -5.404 -3.412
68 C -2.010 -4.596 -3.120
69 C -2.910 -5.303 -2.109
70 Sb -1.521 -2.605 -2.419
71 C -3.420 -1.627 -2.840
72 C -4.168 -2.232 -4.023
73 C -4.281 -1.587 -1.576
74 C -0.429 -1.986 -4.202
75 C -0.678 -0.519 -4.544
76 C 1.065 -2.238 -3.989
77 H -1.022 -6.398 -3.777
78 H -0.144 -5.544 -2.511
79 H -0.125 -4.938 -4.175
80 H -2.557 -4.437 -4.050
81 H -2.402 -5.429 -1.149
82 H -3.181 -6.299 -2.471
83 H -3.837 -4.756 -1.926
84 H -3.129 -0.605 -3.098
85 H -4.487 -3.254 -3.810
86 H -3.561 -2.249 -4.930
87 H -5.068 -1.649 -4.238
88 H -4.553 -2.592 -1.244
89 H -5.214 -1.045 -1.763
90 H -3.772 -1.095 -0.744
91 H -0.792 -2.616 -5.018
92 H -0.365 0.141 -3.727
93 H -1.727 -0.312 -4.761
94 H -0.101 -0.227 -5.427
95 H 1.450 -1.610 -3.179
96 H 1.631 -1.998 -4.896
97 H 1.287 -3.275 -3.728